{
  "formula": "C2H2NO3S",
  "method": "ωB97M-V with the def2-TZVPD basis set",
  "symbols": ["O", "H", "S", "N", "O", "H", "C", "O", "C"],
  "xyz": [[-4.1498, 0.0483, -0.2924], [-0.2126, 0.3751, 1.0740], [-2.7767, 0.1426, 0.2596], [-1.8902, 0.8105, -0.7611], [-0.0401, -2.3509, -0.6868], [0.9297, -0.0453, -0.3388], [-0.7097, -1.5265, -0.0539], [-1.8625, -1.6802, 0.5553], [-0.0010, -0.1952, 0.1665]],
  "forces_ev_per_a": [[0.571, -0.352, 0.149], [0.334, -0.387, -0.119], [-1.835, 1.093, 1.322], [2.615, -0.417, -0.705], [-0.877, 0.052, 0.241], [0.115, 0.302, -0.487], [0.884, -0.095, 1.008], [1.441, -0.693, -1.402], [-3.250, 0.496, -0.009]],
  "orbital_gap_ha": [0.287, 0.270],
  "total_charge": -1,
  "relative_energy_kj_mol": 358.74,
  "energy_ha": -756.0033,
  "homo_energy_ev": [-4.5, -4.2],
  "smiles": "C=C([O-])OS(#N)=O",
  "max_force_ev_per_a": 3.3
}


{
  "formula": "C6H8F2P2",
  "method": "ωB97M-V with the def2-TZVPD basis set",
  "symbols": ["F", "C", "H", "C", "C", "H", "P", "H", "H", "C", "H", "F", "P", "H", "H", "H", "C", "C"],
  "xyz": [[-0.6806, 0.6350, 2.5497], [0.5582, 0.0380, 0.4695], [-2.4181, -1.1225, -0.9071], [-1.6890, -0.3226, -0.4619], [-0.2737, -0.7662, -0.4028], [2.0091, 2.6358, 2.0152], [-0.4259, 2.9434, 0.9393], [-0.1348, -1.9605, -2.2414], [-1.6581, 0.6398, -0.8116], [0.1428, 1.1721, 1.3303], [1.5092, -1.2370, -1.8018], [1.8450, 0.3007, -0.0436], [0.2233, -1.7242, 1.1314], [0.2042, -0.1096, -2.4663], [-2.0615, -0.1451, 0.4706], [1.5169, -2.2606, 0.4551], [0.3884, -1.0337, -1.8413], [0.9446, 2.3174, 1.6167]],
  "forces_ev_per_a": [[1.512, 0.764, -2.083], [1.615, -0.185, 0.921], [1.440, 1.840, 0.200], [-0.841, -3.639, -1.276], [1.008, -0.666, -2.116], [-2.485, -1.038, -0.777], [0.468, -1.176, 0.083], [0.649, 1.331, 0.107], [-0.620, 2.231, -2.131], [-1.820, 0.356, 1.671], [-1.649, 0.307, 0.117], [-0.756, 0.009, 0.539], [2.059, -0.433, -1.391], [0.115, -1.171, 0.470], [-0.968, 0.044, 3.003], [-1.679, 0.707, 0.964], [-0.396, -0.571, 0.847], [2.348, 1.290, 0.852]],
  "orbital_gap_ha": 0.320,
  "relative_energy_kj_mol": 35.25,
  "energy_ha": -1115.6985,
  "homo_energy_ev": -9.2,
  "smiles": "CC1(C)P[C@]1(F)[C@@]1(F)C=P1",
  "max_force_ev_per_a": 3.9
}


{
  "formula": "C36H24F3N4O2PbSb",
  "method": "ωB97M-V with the def2-TZVPD basis set",
  "symbols": ["H", "N", "C", "H", "C", "H", "C", "H", "H", "H", "C", "H", "F", "H", "C", "F", "H", "H", "C", "H", "C", "H", "C", "F", "H", "C", "C", "C", "C", "C", "H", "C", "C", "C", "C", "N", "N", "C", "H", "C", "C", "Pb", "H", "C", "H", "C", "C", "O", "C", "H", "H", "H", "C", "C", "C", "C", "Sb", "C", "C", "C", "C", "C", "H", "N", "C", "H", "C", "C", "O", "H", "H"],
  "xyz": [[-4.4361, -3.0971, -0.2357], [-2.1189, -0.7753, -0.9360], [-1.2291, -2.2112, 3.9117], [0.4531, -0.7396, 6.4950], [0.8544, 2.0031, 2.2698], [-1.8976, 0.2721, -2.6989], [-3.5825, -1.0592, -2.7978], [-3.8480, -0.7712, -3.8060], [5.8639, -3.9862, -2.9979], [-0.9902, -2.6902, 5.9371], [0.1040, -0.8398, 5.4747], [3.7264, -2.8493, -2.4827], [-2.0318, -2.3222, -5.6109], [0.5468, 1.1445, -4.4649], [-0.9073, -1.2644, 2.8674], [8.0090, -2.7776, -3.7233], [5.5609, 0.9420, -3.3916], [1.3238, 4.5921, 1.9062], [0.1257, 4.2462, -1.2428], [3.1421, 3.2018, -1.8485], [3.0333, 1.9160, -3.5761], [-1.3725, 0.1603, -5.6936], [3.1960, 3.1415, -2.9309], [3.7992, 5.3083, -5.7324], [3.6043, 5.2598, -3.1765], [0.6517, 4.8842, -0.1344], [-0.7345, -0.4521, -5.0675], [0.4779, 0.0762, 4.5672], [0.6365, 2.7942, 1.0035], [3.1521, 1.8570, -4.9684], [7.6942, -0.2337, -3.8675], [0.9196, 4.1433, 1.0096], [-0.7465, -1.9926, 5.1447], [4.5779, -2.2559, -2.7934], [-2.4610, -2.0199, 1.1644], [0.1276, 2.1693, -0.0768], [-1.3534, -1.2469, 1.6497], [3.4582, 4.2988, -3.6549], [-0.4967, 2.3452, -2.0380], [-4.2914, -2.0279, -2.1154], [-0.1133, 2.8836, -1.1776], [0.1402, -0.2809, -0.0058], [-5.1343, -2.5236, -2.5797], [-2.4991, -0.4595, -2.1740], [0.8544, 5.9476, -0.1556], [6.8098, -0.7789, -3.5634], [4.4882, -0.8691, -2.9118], [-3.1197, -2.7618, 1.8318], [0.3445, 0.0828, -4.3706], [3.5075, 2.9813, -6.7823], [1.5317, -2.7656, -2.9556], [-1.8641, -3.0529, 3.6907], [3.5509, 4.2016, -5.0285], [-0.9775, -1.8063, -4.9640], [3.4065, 3.0035, -5.7042], [5.6111, -0.1354, -3.2903], [2.7228, 0.1742, -2.4278], [-2.8232, -1.7120, -0.2672], [-3.9062, -2.3601, -0.8223], [0.9049, -2.0991, -3.5371], [6.8595, -2.1529, -3.4512], [1.1827, -0.7291, -3.5993], [3.0531, 0.9129, -5.4910], [0.2723, 0.6935, 2.1923], [-0.1784, -2.6467, -4.2152], [1.1169, 0.9036, 4.8243], [0.0272, -0.0826, 3.2029], [5.7691, -2.9103, -3.0707], [1.3902, 2.4754, 3.2273], [-0.0908, 4.7847, -2.1553], [-0.3977, -3.7069, -4.1834]],
  "forces_ev_per_a": [[-0.005, -0.003, -0.018], [-0.179, -0.055, 0.116], [0.009, 0.224, -0.027], [-0.039, -0.059, -0.004], [-0.106, -0.064, -0.048], [-0.019, 0.010, 0.027], [-0.030, 0.030, -0.062], [0.009, -0.016, 0.020], [-0.008, 0.049, 0.001], [0.059, 0.056, 0.007], [-0.162, -0.243, 0.005], [-0.004, 0.003, -0.002], [-0.037, -0.011, 0.011], [0.014, -0.015, -0.002], [-0.148, -0.125, -0.306], [-0.005, -0.006, 0.014], [0.004, -0.005, 0.002], [0.007, 0.012, -0.016], [0.007, 0.055, -0.055], [-0.012, -0.006, -0.005], [0.038, 0.077, -0.139], [0.033, -0.008, 0.015], [-0.010, -0.002, -0.075], [-0.005, 0.010, -0.006], [-0.002, -0.058, -0.022], [0.035, 0.090, -0.010], [0.068, 0.118, 0.019], [-0.182, -0.056, -0.182], [-0.108, -0.279, -0.051], [0.007, 0.115, 0.045], [-0.036, -0.019, 0.018], [0.018, 0.087, 0.037], [0.141, 0.181, 0.138], [0.124, 0.058, -0.001], [0.016, 0.064, -0.043], [-0.077, 0.064, 0.092], [-0.175, 0.033, 0.411], [-0.030, -0.027, 0.129], [0.003, 0.009, 0.038], [-0.067, -0.068, -0.042], [0.071, -0.154, 0.056], [0.287, -0.160, -0.623], [0.018, 0.020, 0.024], [0.160, -0.070, 0.108], [-0.012, -0.035, 0.003], [-0.032, 0.138, -0.001], [0.035, -0.144, -0.198], [0.078, -0.076, 0.088], [-0.039, -0.104, -0.035], [-0.010, 0.001, 0.055], [0.019, 0.007, -0.022], [0.018, 0.001, -0.045], [0.029, 0.097, -0.051], [-0.022, -0.024, -0.074], [-0.006, -0.122, -0.040], [0.033, -0.117, -0.046], [0.044, 0.233, 0.484], [0.225, 0.212, 0.089], [-0.063, -0.047, 0.025], [-0.143, 0.094, 0.083], [0.125, -0.073, -0.047], [-0.120, -0.032, -0.216], [0.004, -0.018, 0.014], [-0.051, 0.033, 0.347], [0.105, -0.042, 0.084], [0.027, 0.030, -0.041], [0.133, 0.236, -0.174], [-0.133, -0.041, 0.037], [0.043, -0.096, 0.062], [0.006, -0.007, 0.023], [0.024, 0.041, 0.000]],
  "orbital_gap_ha": 0.153,
  "total_charge": 2,
  "relative_energy_kj_mol": 6.35,
  "energy_ha": -2487.9076,
  "homo_energy_ev": -12.9,
  "max_force_ev_per_a": 0.7
}


{
  "formula": "C20H13AgN3O2S5",
  "method": "ωB97M-V with the def2-TZVPD basis set",
  "symbols": ["H", "H", "C", "S", "H", "S", "H", "H", "S", "C", "S", "C", "C", "C", "H", "O", "C", "N", "C", "C", "C", "H", "C", "N", "O", "C", "C", "S", "C", "C", "C", "C", "H", "H", "N", "C", "C", "H", "C", "C", "Ag", "H", "H", "H"],
  "xyz": [[3.4576, 4.0940, -0.7041], [2.9708, 1.7418, -0.1005], [2.4778, 3.6751, -0.8889], [-0.1950, -0.3463, 4.8616], [1.6237, 5.4640, -1.7274], [0.3904, -1.3391, 7.6145], [-2.5200, -4.7114, 1.4693], [-0.5065, -3.2814, 1.2593], [1.5821, 3.6141, 4.7665], [-3.4662, 1.6719, -2.4516], [-0.2071, 1.6891, 2.6279], [0.4791, -0.1820, 6.4532], [-2.5437, -0.0458, -1.0678], [1.4599, 4.4311, -1.4493], [-2.1937, 3.3016, -2.8527], [-5.6880, 1.5771, -3.2514], [2.9351, 3.2103, 3.6235], [-1.4182, 0.6492, -0.9273], [-2.5719, -3.7698, 0.9406], [-3.7527, -2.1118, -0.2998], [-1.4515, -2.9664, 0.8321], [-4.6560, -1.7389, -0.7584], [-3.6015, 0.4440, -1.8249], [-1.4497, -1.7883, 0.2137], [-4.4342, 3.4073, -3.7331], [2.2031, 2.3617, -0.5511], [-2.2741, 2.3635, -2.3211], [1.2393, 1.3500, 6.6921], [0.2615, 1.2351, 4.2140], [0.0395, 2.5033, -1.2992], [0.9543, 2.0056, 5.0914], [-1.2644, 1.8242, -1.5305], [3.2982, 4.1566, 3.2248], [3.7286, 2.6960, 4.1614], [1.0238, 1.7819, -0.7462], [-2.5829, -1.3551, -0.3598], [-4.6771, 2.2993, -3.2276], [-4.6568, -3.9122, 0.4264], [-3.7510, -3.3235, 0.3640], [0.2275, 3.8398, -1.6518], [0.0208, 0.0330, 0.8165], [-4.5432, -0.0679, -1.9652], [2.5341, 2.5997, 2.8169], [-0.5958, 4.4091, -2.0572]],
  "forces_ev_per_a": [[0.003, -0.021, -0.010], [-0.028, -0.006, 0.026], [0.012, 0.057, -0.007], [0.186, 0.314, 0.028], [-0.018, 0.016, 0.037], [-0.023, -0.210, 0.132], [0.018, 0.003, -0.011], [-0.016, 0.036, 0.049], [-0.026, -0.031, -0.028], [-0.376, 0.244, 0.051], [0.014, 0.012, -0.302], [-0.014, 0.258, -0.146], [0.026, 0.269, -0.147], [0.002, -0.103, 0.004], [0.004, 0.028, 0.051], [-0.072, 0.101, 0.061], [-0.198, -0.019, 0.207], [-0.008, -0.014, -0.011], [-0.031, -0.035, -0.006], [-0.012, 0.068, -0.019], [-0.004, -0.049, 0.028], [-0.012, -0.017, 0.006], [0.098, -0.076, 0.019], [-0.087, 0.022, -0.041], [-0.092, 0.062, 0.067], [0.050, 0.013, 0.045], [0.086, -0.053, 0.015], [-0.065, -0.202, -0.220], [0.201, -0.163, 0.364], [0.267, 0.128, -0.006], [-0.041, 0.005, 0.008], [-0.246, -0.179, -0.071], [0.035, -0.015, -0.002], [0.051, -0.017, -0.096], [-0.077, 0.100, -0.171], [0.014, -0.252, 0.100], [0.440, -0.357, -0.214], [-0.006, 0.003, 0.009], [0.078, 0.036, -0.027], [-0.085, -0.013, 0.022], [-0.104, 0.062, 0.260], [0.000, -0.009, 0.030], [0.032, -0.003, -0.046], [0.022, 0.007, -0.038]],
  "orbital_gap_ha": 0.256,
  "total_charge": -1,
  "energy_ha": -3222.7358,
  "homo_energy_ev": -5.0,
  "max_force_ev_per_a": 0.6
}


{
  "formula": "C5H6O",
  "method": "ωB97M-V with the def2-TZVPD basis set",
  "symbols": ["C", "H", "C", "H", "H", "C", "C", "H", "C", "O", "H", "H"],
  "xyz": [[-1.7150, 0.5406, -0.0494], [-0.4015, 1.4061, 1.6378], [-0.7822, 0.6926, 0.8872], [-2.6448, 1.0860, -0.2352], [-0.8929, -0.5478, -2.0342], [1.6799, -0.2323, 0.0765], [0.1269, -0.3473, 0.1459], [2.2100, -1.1205, -0.1963], [-0.8816, -0.5345, -0.9120], [-0.5971, -1.5492, -0.0463], [1.8661, 0.0096, 1.2311], [2.0322, 0.5967, -0.5051]],
  "forces_ev_per_a": [[-0.631, 0.552, -0.579], [-1.028, -0.600, -0.150], [1.658, -0.507, -1.075], [0.189, -0.404, 0.072], [0.335, -0.416, 1.366], [-1.833, 0.321, 3.793], [1.721, 0.883, -1.333], [0.019, -0.623, -0.129], [-1.176, 3.017, -0.190], [0.426, -2.200, 0.960], [0.433, -0.529, -2.442], [-0.113, 0.504, -0.294]],
  "orbital_gap_ha": 0.367,
  "relative_energy_kj_mol": 380.51,
  "energy_ha": -269.2013,
  "homo_energy_ev": -8.9,
  "smiles": "C[C@@]12C=C[C@@H]1O2",
  "max_force_ev_per_a": 4.2
}


{
  "formula": "C4H5O5Sr",
  "method": "ωB97M-V with the def2-TZVPD basis set",
  "symbols": ["C", "O", "H", "O", "H", "O", "H", "H", "O", "C", "C", "Sr", "C", "H", "O"],
  "xyz": [[-0.3863, 1.1659, 0.0816], [-0.9004, 1.8700, -0.9101], [-0.9793, -2.4349, 0.2406], [-0.0983, 1.8628, 1.1270], [-0.7213, -1.4726, -1.2572], [2.6824, -0.3640, 0.4162], [-1.1208, 1.3383, -1.6882], [-2.2521, -0.1553, 0.2220], [0.8473, -1.5651, 0.0794], [-0.5879, -1.5003, -0.1695], [-1.2120, -0.3168, 0.5239], [3.3729, 1.8728, 0.2631], [1.5551, -0.5071, -0.0631], [-1.1607, -0.4053, 1.6146], [0.9615, 0.6117, -0.4802]],
  "forces_ev_per_a": [[-0.502, -2.016, 0.512], [-0.409, 0.388, -0.521], [0.026, 0.182, -0.121], [-0.359, -0.516, 0.167], [-0.068, -0.130, 0.225], [0.940, -0.610, -0.723], [-0.107, -0.036, 0.053], [0.229, 0.098, 0.014], [0.348, -0.533, -0.013], [0.196, 0.356, -0.752], [0.524, 1.553, 0.501], [-0.319, -0.216, 0.038], [-1.403, 1.067, 2.124], [0.026, 0.108, -0.255], [0.880, 0.305, -1.247]],
  "orbital_gap_ha": [0.363, 0.303],
  "total_charge": 2,
  "energy_ha": -561.6929,
  "spin_multiplicity": 2,
  "homo_energy_ev": [-18.8, -19.0],
  "max_force_ev_per_a": 2.8
}